# 1
This record from OMol25 describes a cluster of 20 separate species, C7H49IO23 in total at a distorted geometry. The level of theory is the ωB97M-V functional and the def2-TZVPD basis.

Last column: Mulliken charge in e.
Atoms and positions in Å:
I 2.118671 -3.365875 0.195001  -0.010
O 2.688869 -4.068664 3.438473  -0.404
O -0.609072 -3.042666 8.009272  -0.663
O -0.717557 -2.673577 0.484673  -0.456
O 1.791740 -4.014633 9.165615  -0.654
O -3.047586 6.674350 -2.559327  -0.648
O 3.421330 -0.430136 -1.856076  -0.538
O -0.078907 -4.609880 5.013647  -0.655
O 1.079995 5.979438 -2.168883  -0.663
O -1.430939 4.775615 -1.102944  -0.574
O 0.893336 -6.153471 -1.673578  -0.609
O 2.852853 8.194719 -3.603766  -0.601
O 0.511928 5.872114 -5.078940  -0.643
O -2.777674 0.497662 -1.716373  -0.617
O 2.142977 1.337382 -4.846341  -0.614
O -2.685802 3.478502 -3.784941  -0.583
O -3.488952 -1.791291 -3.538558  -0.618
O -2.259843 -6.363040 -1.700801  -0.634
O -3.266779 0.228324 3.500301  -0.566
O 3.495381 -2.170817 5.715202  -0.629
O 0.847780 1.335058 0.218143  -0.354
O 1.224629 1.760269 -1.941736  -0.576
O 2.079904 -6.480049 4.708624  -0.636
O -0.830525 0.725366 -6.175780  -0.625
C 0.326545 -2.249974 0.662497  0.239
C -0.987318 2.110237 -1.150838  -0.584
C -2.422336 1.085071 0.647542  -1.810
C 1.363234 -0.007369 0.251747  -0.797
C -1.795899 0.819053 -0.747265  0.709
C 0.544982 -0.862828 1.273936  0.004
C 0.471823 1.726558 -1.032377  0.436
H 2.956498 8.967214 -4.169599  0.301
H 3.104046 7.455318 -4.169394  0.317
H -0.621165 -3.220951 7.062291  0.328
H 0.662306 5.007828 -5.477557  0.324
H 4.321255 -0.390187 -2.197272  0.286
H -1.821481 5.640502 -1.279593  0.331
H -1.704145 1.619788 1.272350  0.362
H 1.293552 -0.472915 -0.732812  0.550
H 1.751324 1.676992 -4.032235  0.383
H 1.827481 5.435782 -2.447099  0.322
H 1.133246 -1.009376 2.185094  0.337
H -0.243306 -3.850197 8.391501  0.336
H -2.653216 -0.427152 -1.966596  0.346
H 3.039944 0.428312 -2.085658  0.289
H 2.396834 0.005355 0.594414  0.418
H -0.404757 -0.371397 1.484747  -0.039
H -3.411597 -1.250365 -4.333257  0.305
H -1.123815 -0.043886 -0.650558  0.298
H -3.268790 0.666549 4.358739  0.273
H 2.000123 -6.799909 5.614576  0.308
H 3.060700 -4.876880 3.817428  0.262
H -3.337765 -2.691578 -3.848675  0.303
H -2.632282 0.122304 1.116135  0.331
H -0.442150 -3.750931 4.771104  0.285
H -1.144764 2.869808 -0.395444  0.527
H -3.835922 -0.539120 3.626272  0.292
H 1.432229 6.881413 -2.169338  0.241
H -2.005530 -7.258201 -1.449696  0.323
H -2.454056 -5.928230 -0.862757  0.313
H 1.606084 1.725645 -5.547371  0.305
H 3.869153 -2.973254 6.093992  0.301
H -3.014404 3.992573 -4.531685  0.266
H 2.682698 -4.232444 2.482009  0.046
H -2.947702 7.442132 -3.132861  0.315
H 0.830086 -4.581478 4.676558  0.432
H 2.210696 -4.135073 10.024766  0.303
H -2.765756 5.926927 -3.105294  0.341
H 1.264838 -6.769435 4.281688  0.307
H -0.529867 4.849420 -1.441199  0.251
H -0.638083 -0.134858 -6.565072  0.313
H 3.481982 -2.348641 4.765765  0.304
H 0.705896 5.743143 -4.138155  0.365
H 1.743337 -3.056937 9.052969  0.354
H -1.247297 2.447043 -2.166711  0.235
H 0.522876 -5.765093 -0.873930  0.268
H 0.353576 -5.784690 -2.381706  0.322
H -3.486863 3.153100 -3.356004  0.298
H -0.659798 0.600557 -5.234302  0.307
H -3.313038 1.690029 0.463284  0.486

Atoms 1-6, force components in eV/Å:
0.21 0.02 -0.42
0.20 -0.05 -0.10
-0.13 0.00 -0.07
-3.73 -2.28 -1.10
0.17 0.04 0.20
0.04 -0.01 -0.26

Its spin multiplicity is 1. The orbital gap is 9.83 eV. The total charge is 0. For the highest occupied orbital energy, the calculation gives -9.76 eV. The calculation puts the maximum force at 4.51 eV/Å.

=====

# 2
This record from OMol25 describes a cluster of 2 separate species, C10H13O2 in total at a distorted geometry. The level of theory is the ωB97M-V functional and the def2-TZVPD basis.

Last column: natural (NBO) charge in e.
Atoms and positions in Å:
O -2.640299 0.835908 1.480582  -0.800
O -4.131322 0.802883 -0.205162  -0.789
C -3.177563 0.344356 0.458337  0.758
C 3.365345 -0.330047 1.097082  -0.226
C -2.575600 -0.983911 -0.042951  -0.527
C 1.976242 2.032023 -1.493820  -0.625
C 0.894590 0.371085 0.107184  -0.196
C 2.019705 0.852541 -0.552406  -0.015
C 0.984495 -0.192595 1.373550  -0.193
C 2.234633 -0.536851 1.874626  -0.235
C 3.260216 0.468571 -0.033473  -0.234
C -3.537782 -1.863057 -0.860526  -0.613
H 2.309711 -0.841557 2.910970  0.203
H -0.091424 0.484762 -0.324195  0.233
H 1.703683 2.918924 -0.923684  0.222
H 4.325502 -0.672402 1.462593  0.199
H 0.075171 -0.258019 1.955527  0.250
H 2.944672 2.172421 -1.968123  0.200
H 4.148574 0.769055 -0.581428  0.194
H -1.883645 -0.620704 -0.810381  0.191
H -3.420132 -1.643252 -1.918156  0.188
H -3.383087 -2.940770 -0.773420  0.177
H 1.221060 1.924090 -2.271777  0.217
H -4.584020 -1.586174 -0.702401  0.225
H -2.038734 -1.507278 0.741456  0.197

Atoms 1-6, force components in eV/Å:
0.27 -0.05 -0.10
0.01 0.03 -0.16
-0.46 0.01 0.64
0.00 0.40 0.33
-0.25 0.11 -1.12
-0.41 -0.68 -0.39

Its spin multiplicity is 1. The orbital gap is 7.21 eV. The total charge is -1. For the highest occupied orbital energy, the calculation gives -4.05 eV. The calculation puts the maximum force at 1.15 eV/Å.

=====

# 3
This record from OMol25 describes an isolated molecule of C24H32N4O3S at a distorted geometry. The level of theory is the ωB97M-V functional and the def2-TZVPD basis.

Last column: natural (NBO) charge in e.
Atoms and positions in Å:
S -3.694978 6.332715 1.139178  -0.296
O -0.539377 -2.953798 -1.865992  -0.485
O -0.939740 -1.430682 -3.906581  -0.482
O 1.209338 -3.621960 1.141648  -0.612
N 1.910511 -2.702840 -0.824756  -0.640
N -2.757383 4.361664 2.558928  -0.581
N -2.368427 2.851986 0.103780  -0.243
N -2.791106 4.115450 0.194088  -0.431
C -0.945085 -1.683150 -1.575409  0.258
C -1.175261 -0.852393 -2.695910  0.268
C -1.132292 -1.174888 -0.299445  -0.242
C -1.789924 0.957059 -1.209791  -0.104
C 3.344346 -1.304544 0.580984  0.004
C -4.389692 1.729835 2.644741  -0.408
C -1.198439 -0.679520 -5.066995  -0.252
C -2.232576 3.084647 2.981276  -0.236
C -1.598298 0.446765 -2.500595  -0.266
C -2.228718 2.321662 -1.049859  0.067
C -1.550197 0.130374 -0.116512  -0.196
C 7.112115 -0.830127 0.550562  -0.625
C -0.214760 -3.806644 -0.793209  -0.164
C 4.106564 -3.628676 -2.328053  -0.635
C 1.047891 -3.365864 -0.031109  0.654
C 3.190817 -2.218569 -0.461166  0.171
C -5.559381 2.704662 2.557190  -0.607
C -3.035836 4.819037 1.332795  0.291
C 4.625658 -0.868230 0.889879  -0.215
C 2.164588 -0.786563 1.340188  -0.650
C 5.737102 -1.298757 0.182965  -0.001
C -3.293373 2.179043 3.617115  -0.402
C 4.293127 -2.657879 -1.199601  -0.017
C 5.552233 -2.188376 -0.866942  -0.220
H -6.322126 2.312634 1.888043  0.209
H -1.781457 1.093470 -3.344311  0.219
H 1.686183 -2.678437 -1.811967  0.412
H -1.693617 0.513979 0.879841  0.222
H -5.249381 3.674395 2.179505  0.211
H -2.770097 1.301091 4.000835  0.210
H -1.796449 2.592387 2.113707  0.239
H -1.043578 -3.917493 -0.085091  0.205
H 5.069293 -3.947007 -2.718676  0.222
H -0.557371 0.206591 -5.124922  0.176
H 4.754524 -0.165670 1.700835  0.204
H -3.955178 1.588326 1.653498  0.206
H -3.055315 4.988090 3.294414  0.417
H 1.377786 -0.466151 0.657147  0.221
H 7.073012 0.132374 1.054623  0.216
H 7.579575 -1.547002 1.226229  0.221
H 6.408462 -2.528719 -1.431832  0.203
H -2.248044 -0.373913 -5.123270  0.178
H -2.441207 2.891077 -1.962626  0.156
H -3.748211 2.690709 4.468406  0.195
H -0.950387 -1.790413 0.566573  0.227
H 3.542617 -3.173132 -3.143727  0.210
H 1.756986 -1.574639 1.972789  0.250
H -0.972088 -1.341558 -5.901110  0.204
H -0.020774 -4.782786 -1.249108  0.220
H -6.010018 2.847911 3.537384  0.200
H -1.443734 3.277875 3.716955  0.196
H -3.027221 4.629424 -0.659200  0.394
H 7.741276 -0.742339 -0.332354  0.215
H 2.452257 0.052984 1.967497  0.213
H -4.775889 0.763370 2.976344  0.202
H 3.560722 -4.508867 -1.989819  0.222

Atoms 1-6, force components in eV/Å:
-0.29 0.56 -0.10
-0.07 0.17 -0.24
0.00 -0.10 0.46
0.00 -0.15 0.15
0.24 0.22 -0.50
-0.01 -0.11 -0.20

Its spin multiplicity is 1. The orbital gap is 7.94 eV. The total charge is 0. For the highest occupied orbital energy, the calculation gives -7.83 eV. The structure (SMILES) is CCCCNC(=S)N/N=C/c1ccc(OCC(=O)Nc2c(C)cc(C)cc2C)c(OC)c1. The calculation puts the maximum force at 1.11 eV/Å.

=====

# 4
This record from OMol25 describes an isolated molecule of C4H6N2O at a distorted geometry. The level of theory is the ωB97M-V functional and the def2-TZVPD basis.

Last column: natural (NBO) charge in e.
Atoms and positions in Å:
O -0.194369 -0.198416 1.311275  -0.362
N 0.790055 -2.647166 -0.879296  -0.307
N -1.229756 0.292568 -0.621137  -0.611
C 0.897262 -0.448652 1.939434  -0.060
C -0.371498 1.405670 -1.035559  -0.420
C -0.534828 -0.665350 0.109492  0.289
C 0.239379 -1.716102 -0.442312  0.142
H -0.895603 2.050828 -1.743052  0.211
H -0.125410 2.008322 -0.154334  0.202
H 1.681401 -0.998591 1.432401  0.172
H 0.953079 -0.040050 2.935827  0.179
H -1.782264 -0.105990 -1.366548  0.385
H 0.572554 1.062929 -1.486191  0.181

Atoms 1-6, force components in eV/Å:
-1.40 0.57 -0.39
-0.43 0.83 0.35
-0.03 -0.32 -0.15
1.45 -0.50 0.79
0.12 0.31 0.00
0.19 0.01 -0.28

Its spin multiplicity is 1. The orbital gap (spin up / spin down) is 7.46 / 8.27 eV. The total charge is 0. For the highest occupied orbital energy (spin up / spin down), the calculation gives -7.88 / -8.01 eV. The calculation puts the maximum force at 1.72 eV/Å.

=====

# 5
This record from OMol25 describes a cluster of 3 separate species, C4H4I2 in total at a distorted geometry. The level of theory is the ωB97M-V functional and the def2-TZVPD basis.

Last column: natural (NBO) charge in e.
Atoms and positions in Å:
I -3.152772 -1.271677 0.317500  0.016
I -4.492689 0.954572 -0.220994  -0.009
C -0.150906 1.274081 0.560371  -0.241
C -1.108899 1.894928 0.949673  -0.238
C 0.986477 -2.269531 -1.333160  -0.203
C 0.565946 -2.223859 -0.195794  -0.234
H 0.531700 -1.866373 0.729602  0.214
H 0.737000 0.990416 0.156646  0.223
H 1.400352 -2.191995 -2.267266  0.222
H -1.880675 2.594566 1.320138  0.250

Atoms 1-6, force components in eV/Å:
-0.09 0.03 -0.06
0.00 -0.10 0.02
-2.55 1.75 1.02
0.00 0.65 0.28
-1.23 0.08 3.13
1.48 -0.57 -4.93

Its spin multiplicity is 1. The orbital gap is 7.69 eV. The total charge is 0. For the highest occupied orbital energy, the calculation gives -9.25 eV. The structure (SMILES) is C#C.C#C.II. The calculation puts the maximum force at 5.18 eV/Å.

=====

# 6
This record from OMol25 describes a cluster of 2 separate species, C3H3IN2O in total at a distorted geometry. The level of theory is the ωB97M-V functional and the def2-TZVPD basis.

Last column: natural (NBO) charge in e.
Atoms and positions in Å:
I -1.145944 -3.035897 -1.527556  0.372
O -0.773146 0.512221 -0.884426  -0.457
N -0.776125 -2.089176 0.245042  -0.690
N 1.063367 -1.897515 1.823752  -0.718
C -0.078825 2.823516 -0.727509  -0.800
C -0.350644 1.590176 -0.766994  0.713
C 0.239093 -2.156228 0.940195  0.639
H 1.577542 -2.650420 2.244919  0.398
H -0.334239 3.518615 0.063728  0.271
H 0.578920 3.384708 -1.411150  0.271

Atoms 1-6, force components in eV/Å:
0.39 0.48 0.55
0.65 0.23 0.18
0.68 -1.03 0.27
-0.14 -0.27 -1.52
1.78 4.36 0.02
-1.68 -2.68 -0.58

Its spin multiplicity is 1. The orbital gap is 8.43 eV. The total charge is 0. For the highest occupied orbital energy, the calculation gives -9.13 eV. The structure (SMILES) is N=C=NI.C=C=O. The calculation puts the maximum force at 4.70 eV/Å.

=====

# 7
This record from OMol25 describes a cluster of 2 separate species, C4H12 in total at a distorted geometry. The level of theory is the ωB97M-V functional and the def2-TZVPD basis.

Last column: natural (NBO) charge in e.
Atoms and positions in Å:
C -2.328575 -0.655192 -1.431684  -0.611
C -1.187604 -1.654263 -1.653003  -0.603
C 1.289906 1.210246 2.172606  -0.636
C 2.259920 1.149243 1.028793  -0.615
H -1.454620 -2.606875 -2.016998  0.206
H 2.054428 1.859603 0.182035  0.200
H -2.050977 0.287781 -1.884153  0.207
H -2.619064 -0.668233 -0.372000  0.204
H 2.310652 0.211825 0.518199  0.208
H 1.148727 0.151107 2.526286  0.203
H 3.220893 1.418317 1.177424  0.210
H -3.209474 -1.021744 -1.962123  0.203
H 1.431943 1.667680 3.141568  0.220
H -0.619704 -1.058363 -2.477733  0.193
H -0.495085 -1.692125 -0.855823  0.202
H 0.248630 1.400986 1.906600  0.211

Atoms 1-6, force components in eV/Å:
-0.70 -1.53 0.44
1.08 3.35 -2.46
-1.61 -2.81 0.95
-2.22 1.36 -2.27
-0.35 -1.06 -0.25
-0.53 -0.36 0.76

Its spin multiplicity is 1. The orbital gap is 12.31 eV. The total charge is 0. For the highest occupied orbital energy, the calculation gives -11.28 eV. The structure (SMILES) is CC.CC. The calculation puts the maximum force at 4.29 eV/Å.

=====

# 8
This record from OMol25 describes a structure of composition C2H7NO3 at a distorted geometry. The level of theory is the ωB97M-V functional and the def2-TZVPD basis.

Last column: natural (NBO) charge in e.
Atoms and positions in Å:
O 0.362642 -0.838485 1.478919  -0.700
O 1.073379 -1.185271 -0.950962  -0.937
O -0.040939 1.409502 1.680238  -0.717
N -0.899340 0.203137 -0.084926  -0.266
C -0.031186 0.832176 -0.992293  -0.352
C -0.492935 0.283589 1.367220  0.486
H 1.792560 -1.827493 -1.013761  0.504
H -0.461135 0.946546 -1.971832  0.237
H 0.565113 -1.024003 0.510139  0.485
H -1.696983 -0.371614 -0.310902  0.424
H -1.413659 -0.128774 1.900245  0.126
H 0.442341 1.708969 -0.551786  0.305
H 0.800141 -0.008277 -1.060299  0.404

Atoms 1-6, force components in eV/Å:
-0.14 -0.56 -1.12
-1.19 -0.49 -0.19
-0.15 0.34 -0.16
3.07 1.69 -1.87
-6.13 2.45 2.19
-0.58 -0.03 1.97

Its spin multiplicity is 1. The orbital gap is 5.54 eV. The total charge is 0. For the highest occupied orbital energy, the calculation gives -8.92 eV. The calculation puts the maximum force at 6.96 eV/Å.